Record 1
A 2-piece molecular cluster, C28H29N3O2S overall at a distorted geometry. Source: the Open Molecules 2025 dataset; level of theory: wB97M-V/def2-TZVPD.

Last column: Mulliken charge in e.
Cartesian coordinates (Å):
C -0.656 -1.368 -3.275  -1.631
C 0.451 -1.863 -2.444  0.143
N 1.226 -2.907 -2.830  0.158
C 1.078 -3.612 -4.089  -0.931
C 2.220 -3.162 -1.884  -0.004
C 2.096 -2.189 -0.860  1.011
C 3.089 -2.136 0.112  0.033
C 4.070 -3.140 0.136  -0.946
C 4.147 -4.114 -0.875  -0.697
C 3.226 -4.116 -1.929  -1.003
C 0.915 -1.382 -1.190  2.286
C 0.366 -0.302 -0.497  -1.683
C 0.736 0.118 0.792  0.860
C 1.038 1.452 1.171  0.079
C 0.975 2.674 0.354  -1.551
N 1.481 1.451 2.456  0.322
C 1.937 2.629 3.168  -0.947
C 1.410 0.165 2.996  0.260
C 0.928 -0.697 1.979  0.300
C 0.800 -2.057 2.244  0.236
C 1.200 -2.530 3.501  -0.927
C 1.731 -1.665 4.475  -0.652
C 1.850 -0.291 4.229  -1.097
H -1.133 -0.554 -2.722  0.316
H -0.304 -0.982 -4.246  0.377
H -1.407 -2.149 -3.471  0.394
H 1.849 -4.381 -4.152  0.340
H 0.089 -4.079 -4.153  0.310
H 1.192 -2.919 -4.933  0.317
H 3.091 -1.323 0.833  0.494
H 4.796 -3.164 0.950  0.412
H 4.935 -4.865 -0.847  0.393
H 3.267 -4.824 -2.755  0.224
H -0.390 0.294 -1.010  0.133
H 0.597 2.374 -0.630  0.306
H 0.281 3.411 0.790  0.333
H 1.959 3.155 0.228  0.391
H 2.237 2.335 4.175  0.356
H 2.792 3.087 2.655  0.309
H 1.129 3.368 3.230  0.289
H 0.395 -2.714 1.476  0.534
H 1.117 -3.595 3.723  0.426
H 2.060 -2.069 5.431  0.397
H 2.280 0.411 4.941  0.263
C -3.310 5.182 -2.139  -1.342
C -3.460 3.945 -1.306  0.957
C -2.932 3.913 -0.008  -0.551
C -3.091 2.785 0.795  -0.340
C -3.754 1.670 0.280  -0.268
S -3.894 0.179 1.293  1.074
N -2.595 -0.542 0.793  -0.536
O -3.847 0.653 2.668  -0.738
O -5.157 -0.394 0.856  -0.736
C -4.289 1.682 -1.008  -0.590
C -4.125 2.816 -1.802  -0.591
H -3.762 5.033 -3.122  0.355
H -3.791 6.042 -1.660  0.313
H -2.251 5.430 -2.275  0.290
H -2.406 4.787 0.385  0.396
H -2.705 2.758 1.809  0.523
H -2.427 -1.360 1.388  0.132
H -4.821 0.813 -1.382  0.445
H -4.529 2.832 -2.817  0.276

Forces on the atoms, in the same order (eV/Å):
-0.45 0.34 -0.05
0.91 -0.80 0.03
-0.80 0.70 0.02
-0.16 -0.04 -0.18
0.21 0.53 0.47
0.08 -0.51 -0.51
0.18 -0.31 0.21
-0.10 0.15 -0.31
-0.38 0.17 -0.02
0.07 0.11 0.28
0.04 -0.04 0.33
-0.05 -0.02 -0.59
0.16 0.53 0.82
-0.25 -1.19 0.60
-0.14 0.29 -0.42
-0.26 0.13 -0.34
-0.05 0.17 -0.07
0.06 -0.34 -0.74
0.73 0.32 0.24
0.00 -0.09 0.46
-0.10 0.18 -0.29
0.00 0.35 -0.22
-0.16 -0.39 0.00
-0.20 -0.17 -0.32
-0.03 -0.17 0.32
0.22 0.25 0.12
-0.22 0.13 -0.07
0.22 0.03 0.02
0.03 -0.16 0.20
0.04 -0.38 0.02
-0.15 0.12 -0.29
-0.20 0.19 0.01
0.21 0.07 0.32
0.21 0.05 0.02
0.07 0.38 0.14
0.20 -0.25 -0.13
-0.31 -0.19 0.04
-0.06 0.16 -0.20
-0.14 -0.13 0.13
0.18 -0.15 0.08
0.15 0.00 0.27
0.00 0.31 -0.05
-0.10 0.09 -0.23
-0.14 -0.38 0.06
0.05 0.16 -0.13
0.05 -0.32 0.18
-0.19 -0.22 0.00
-0.03 0.00 -0.52
0.02 -0.14 0.13
0.53 0.79 -1.04
0.13 -0.33 0.12
-0.14 -0.24 0.28
-0.10 -0.32 0.33
0.34 0.29 0.17
0.08 0.19 0.21
0.06 0.12 0.04
0.06 -0.12 -0.11
-0.13 0.04 -0.05
-0.17 -0.14 -0.12
-0.09 -0.09 -0.09
-0.11 0.20 -0.06
0.08 0.06 0.16
0.07 0.05 0.27

Values from the calculation:
relative energy (zero: lowest compared OMol25 entry of this formula, charge and spin) = 427.04 kJ/mol
E = -1797.237652 Ha
multiplicity = 1
gap between HOMO and LUMO = 4.81 eV

=====

Record 2
C32H37IKN5O5STe as an isolated structure at a distorted geometry. Source: the Open Molecules 2025 dataset; level of theory: wB97M-V/def2-TZVPD.

Last column: Mulliken charge in e.
Cartesian coordinates (Å):
K 1.023 0.551 -0.295  1.324
C -2.684 1.973 1.897  -0.183
C -2.494 2.637 0.574  0.292
N -3.111 3.771 0.348  -0.796
C -2.984 4.346 -0.878  -0.891
C -2.333 3.773 -1.929  0.885
C -2.245 4.483 -3.252  -0.797
O -0.904 4.728 -3.682  -0.598
C -1.700 2.505 -1.748  0.643
C -1.254 1.729 -2.844  -1.092
N -0.398 0.752 -2.780  0.262
C -0.429 -0.314 -3.614  0.053
C -1.621 -1.007 -3.918  0.109
C -1.614 -2.171 -4.657  -0.770
C -0.425 -2.691 -5.158  -0.414
C 0.763 -2.017 -4.905  -0.578
C 0.750 -0.863 -4.150  -0.282
I 2.553 0.161 -3.761  0.043
C -1.694 1.936 -0.419  0.031
O -1.140 0.849 -0.138  -0.716
H -3.467 2.478 2.462  0.414
H -1.754 1.984 2.470  -0.228
H -2.929 0.920 1.726  -0.317
H -3.487 5.303 -0.992  0.271
H -2.720 5.463 -3.178  0.368
H -2.775 3.909 -4.028  0.250
H -0.391 3.945 -3.450  0.480
H -1.672 1.970 -3.834  0.402
H -2.543 -0.629 -3.493  0.468
H -2.549 -2.685 -4.847  0.348
H -0.421 -3.607 -5.736  0.359
H 1.694 -2.387 -5.317  0.397
N 1.546 -2.781 -1.657  -0.077
C 1.926 -3.841 -0.731  -0.867
C 1.609 -3.483 0.720  -0.444
C 2.444 -2.285 1.208  0.230
O 3.374 -2.492 2.005  -0.767
O 2.093 -1.150 0.737  0.255
H 0.629 -2.417 -1.410  -0.044
H 1.486 -3.135 -2.603  0.155
H 3.007 -4.010 -0.827  0.371
H 1.429 -4.797 -0.966  0.410
H 1.825 -4.344 1.354  0.369
H 0.553 -3.210 0.807  -0.052
Te -2.406 -1.712 0.596  -0.236
C -4.031 -2.615 1.595  -0.190
C -4.493 -3.902 1.277  -0.418
C -5.618 -4.449 1.876  -0.446
C -6.330 -3.731 2.831  -0.373
C -5.875 -2.465 3.184  -0.546
C -4.750 -1.926 2.582  -0.115
H -3.954 -4.475 0.533  0.312
H -5.950 -5.442 1.589  0.305
H -7.221 -4.148 3.288  0.322
H -6.410 -1.891 3.935  0.320
H -4.414 -0.936 2.871  0.281
O 3.135 1.350 0.035  -0.856
S 3.865 0.412 0.931  0.885
C 5.435 1.371 1.279  -1.018
C 6.291 1.219 0.040  -0.459
C 6.264 -0.277 -0.254  -0.764
C 4.794 -0.680 -0.234  -0.250
H 5.896 0.916 2.160  0.363
H 5.140 2.396 1.499  0.354
H 7.307 1.610 0.162  0.369
H 5.810 1.751 -0.785  0.216
H 6.809 -0.814 0.528  0.269
H 6.716 -0.511 -1.221  0.354
H 4.645 -1.708 0.079  0.270
H 4.304 -0.508 -1.191  -0.121
N 0.858 -0.178 3.384  -0.158
C 0.751 1.171 3.410  0.250
C 0.340 1.868 4.565  -0.831
C 0.192 3.236 4.492  -0.279
C 0.458 3.895 3.294  -0.734
C 0.859 3.125 2.215  -0.559
N 1.009 1.809 2.266  0.416
H 0.938 -0.695 4.238  0.230
H 1.263 -0.579 2.544  -0.023
H 0.124 1.328 5.478  0.377
H -0.137 3.792 5.362  0.345
H 0.343 4.966 3.204  0.395
H 1.073 3.579 1.252  0.466

Forces on the atoms, in the same order (eV/Å):
-0.18 0.04 -1.28
0.13 -0.08 -0.03
-0.74 0.64 0.36
0.36 -0.46 0.12
-0.07 0.25 -0.30
0.01 -0.01 0.00
-0.13 -0.07 -0.04
-0.01 -0.03 0.00
0.01 0.48 0.54
0.48 -0.54 -0.52
-0.52 0.53 0.81
0.12 -0.57 -0.95
0.07 0.36 0.24
0.08 -0.14 -0.23
-0.11 0.08 0.05
-0.05 -0.09 -0.20
0.34 0.42 0.21
-0.22 -0.15 -0.14
0.22 -0.74 -0.60
-2.16 1.36 0.21
0.02 0.05 -0.04
0.01 -0.05 0.03
0.05 0.00 0.09
0.11 0.02 -0.06
-0.05 -0.06 0.01
0.03 0.06 0.03
0.08 0.05 0.02
-0.23 -0.12 0.05
0.00 -0.05 0.07
0.00 0.00 0.05
0.01 0.00 0.01
0.03 0.02 0.08
0.02 0.09 -0.02
-0.01 -0.11 0.04
0.20 0.41 -0.05
-0.31 -0.44 -0.03
0.08 0.11 -0.09
0.30 -1.78 0.77
-0.05 -0.08 -0.03
-0.08 0.01 0.00
-0.03 -0.05 -0.01
0.02 0.05 0.07
-0.03 0.03 0.03
-0.05 -0.12 -0.01
-0.25 -0.23 0.11
-0.03 -0.36 -0.11
-0.01 -0.01 0.01
-0.08 -0.02 0.02
-0.04 -0.01 0.03
-0.07 -0.06 0.03
0.07 0.08 0.01
-0.01 0.02 -0.02
0.01 0.00 0.01
0.02 -0.01 0.01
0.01 0.01 0.00
0.00 0.01 -0.02
1.13 0.99 -0.32
1.79 0.50 0.78
-0.28 -0.18 -0.21
0.15 -0.01 0.00
-0.07 0.19 -0.09
-0.04 -0.17 0.34
0.06 0.00 0.00
-0.09 -0.03 0.06
-0.02 0.00 -0.02
0.06 0.07 0.01
0.04 -0.02 -0.06
0.04 -0.07 0.05
-0.09 -0.05 0.00
-0.10 0.01 0.04
0.19 0.11 -0.09
-0.13 -0.04 0.12
0.01 0.10 0.05
0.08 -0.16 -0.05
0.00 0.15 -0.06
-0.03 0.06 0.19
0.00 -0.07 -0.06
-0.07 -0.02 0.01
0.01 -0.08 -0.01
-0.02 -0.02 0.00
0.00 -0.01 0.01
-0.02 0.00 -0.05
0.01 0.05 0.01

Values from the calculation:
relative energy (zero: lowest compared OMol25 entry of this formula, charge and spin) = 227.75 kJ/mol
total charge = -2
E = -3455.477727 Ha
multiplicity = 1
gap between HOMO and LUMO = 4.34 eV

=====

Record 3
One molecule with the formula C4H8O2. Source: the Open Molecules 2025 dataset; level of theory: wB97M-V/def2-TZVPD.

Last column: Mulliken charge in e.
Cartesian coordinates (Å):
C -0.745 1.812 -0.722  -0.639
O -0.197 0.527 -0.850  -0.440
C 0.792 -0.322 -0.314  -0.084
C 1.045 -0.733 1.129  -0.596
C 0.107 -1.530 0.263  0.022
O -1.256 -1.346 0.479  -0.558
H -0.125 2.668 -1.023  0.306
H -1.198 2.046 0.249  0.276
H -1.560 1.709 -1.442  0.264
H 1.625 -0.459 -1.000  0.306
H 0.603 -0.155 1.931  0.230
H 2.019 -1.173 1.367  0.250
H 0.354 -2.531 -0.088  0.322
H -1.465 -0.511 0.022  0.341

Forces on the atoms, in the same order (eV/Å):
-0.29 0.45 0.04
0.27 -0.62 -0.33
0.07 0.04 -0.19
-0.18 0.26 0.12
0.16 -0.22 0.10
-0.01 -0.06 0.06
0.30 -0.43 0.06
0.28 -0.27 0.13
-0.06 0.60 0.11
-0.20 0.09 0.05
-0.11 -0.11 -0.01
-0.26 0.40 -0.28
0.07 0.20 0.19
-0.04 -0.32 -0.06

Values from the calculation:
relative energy (zero: lowest compared OMol25 entry of this formula, charge and spin) = 318.03 kJ/mol
E = -307.591298 Ha
multiplicity = 1
gap between HOMO and LUMO = 10.33 eV